C34H38CdGeN4O4PS | wB97M-V/def2-TZVPD

CARTESIAN COORDINATES (ANGSTROEM)
Cd 1.117 -0.126 0.774
C 6.189 6.249 -1.425
C 4.975 5.451 -1.030
C 4.674 4.243 -1.655
C 3.561 3.506 -1.286
C 2.728 3.977 -0.281
C 3.005 5.181 0.348
C 4.126 5.908 -0.028
S 1.330 2.992 0.218
O 0.450 3.915 0.911
O 0.837 2.359 -0.985
N 1.907 1.860 1.149
C 2.191 2.228 2.540
C 1.346 1.432 3.547
O 1.026 1.989 4.612
O 1.022 0.253 3.207
H 6.703 5.791 -2.270
H 6.898 6.318 -0.598
H 5.917 7.268 -1.707
H 5.320 3.877 -2.445
H 3.322 2.572 -1.777
H 2.332 5.542 1.114
H 4.341 6.851 0.464
H 2.013 3.286 2.728
H 3.244 2.022 2.768
C -2.037 1.170 4.543
N -2.478 -0.138 3.868
C -3.984 -0.153 3.756
N -4.461 0.991 3.049
C -3.995 2.207 3.721
N -2.550 2.288 3.829
C -1.897 2.450 2.520
P -2.216 1.050 1.334
C -1.830 -0.322 2.516
C -4.060 0.981 1.628
H -0.942 1.177 4.586
H -2.459 1.133 5.550
H -2.167 -0.908 4.459
H -4.379 -0.157 4.774
H -4.262 -1.073 3.242
H -4.424 2.227 4.727
H -4.361 3.070 3.165
H -0.825 2.572 2.665
H -2.242 3.379 2.062
H -0.758 -0.367 2.696
H -2.143 -1.275 2.089
H -4.456 0.080 1.154
H -4.536 1.834 1.140
C 0.045 -1.853 0.465
Ge -0.143 -2.683 -1.193
C -0.350 -1.410 -2.683
C -0.142 -1.784 -4.012
C -0.294 -0.873 -5.050
C -0.647 0.441 -4.772
C -0.847 0.835 -3.456
C -0.708 -0.087 -2.427
C -1.782 -3.825 -1.216
C -2.432 -4.101 -0.014
C -3.578 -4.886 0.030
C -4.107 -5.407 -1.143
C -3.480 -5.139 -2.353
C -2.330 -4.360 -2.382
C 1.243 -3.942 -1.889
C 1.048 -5.318 -1.998
C 2.060 -6.161 -2.447
C 3.294 -5.637 -2.804
C 3.509 -4.268 -2.703
C 2.495 -3.438 -2.248
H 0.319 -2.573 1.247
H 0.164 -2.801 -4.241
H -0.125 -1.186 -6.074
H -0.751 1.159 -5.578
H -1.087 1.864 -3.222
H -0.862 0.236 -1.404
H -2.021 -3.674 0.897
H -4.060 -5.094 0.980
H -5.003 -6.016 -1.116
H -3.889 -5.538 -3.274
H -1.853 -4.162 -3.337
H 0.087 -5.744 -1.730
H 1.883 -7.228 -2.521
H 4.084 -6.290 -3.157
H 4.470 -3.849 -2.978
H 2.679 -2.371 -2.164

Energy above the lowest of the compared OMol25 structures with the same formula, charge and spin   40.77 kJ/mol
LUMO   1.882 eV
Net charge   -1
E_HOMO   -3.2 eV


C34H38Cl2GeMnN4O2PS4 | wB97M-V/def2-TZVPD

CARTESIAN COORDINATES (ANGSTROEM)
Mn -0.286 -0.572 0.373
Cl 0.835 -2.327 1.622
C 2.445 -2.581 0.948
C 3.287 -3.510 1.447
C 4.575 -3.671 0.991
C 5.053 -2.856 -0.066
C 4.182 -1.889 -0.534
Cl 4.862 -0.649 -1.530
C 2.906 -1.727 -0.052
S 1.884 -0.360 -0.613
H 3.084 -4.227 2.202
H 5.178 -4.472 1.365
H 6.049 -2.877 -0.421
C -2.470 -3.614 5.910
C -2.331 -2.613 4.791
N -1.806 -1.409 4.937
N -1.772 -0.914 3.698
C -2.252 -1.700 2.769
S -2.337 -1.520 1.088
N -2.712 -2.799 3.480
N -3.416 -3.931 2.893
H -3.456 -3.935 6.205
H -2.079 -3.059 6.777
H -1.801 -4.470 5.718
H -1.323 0.008 3.450
H -4.433 -3.922 3.175
H -3.329 -3.836 1.799
C -2.317 0.330 -5.077
C -1.006 -0.380 -5.118
C -0.515 -0.846 -6.417
O -0.898 -1.565 -4.223
P -0.501 -1.456 -2.682
S -1.615 -0.244 -1.577
S 1.575 -0.744 -2.667
O -0.463 -2.956 -2.311
C 0.495 -3.915 -2.928
C -0.087 -4.946 -3.874
C 1.317 -4.553 -1.794
H -2.341 0.969 -4.160
H -3.276 -0.254 -5.093
H -2.312 0.963 -5.939
H -0.249 0.321 -4.722
H -1.103 -1.656 -6.731
H 0.540 -1.153 -6.325
H -0.570 -0.017 -7.092
H 1.279 -3.387 -3.385
H -0.199 -5.986 -3.378
H 0.497 -5.108 -4.777
H -1.066 -4.762 -4.182
H 0.786 -5.360 -1.239
H 1.514 -3.811 -1.040
H 2.211 -5.025 -2.145
C -0.316 0.867 0.917
Ge -0.152 2.910 1.032
C 1.385 3.257 -0.190
C 1.329 2.866 -1.510
C 2.348 3.132 -2.389
C 3.544 3.702 -1.906
C 3.658 4.019 -0.567
C 2.575 3.811 0.291
C 0.189 2.899 2.918
C -0.884 3.239 3.719
C -0.714 3.359 5.109
C 0.554 3.286 5.720
C 1.653 2.907 4.868
C 1.481 2.751 3.508
C -1.784 3.648 0.448
C -2.945 2.907 0.217
C -4.050 3.530 -0.327
C -3.980 4.905 -0.606
C -2.813 5.630 -0.385
C -1.738 4.980 0.147
H 0.465 2.369 -1.964
H 2.218 2.881 -3.427
H 4.407 3.852 -2.591
H 4.584 4.443 -0.207
H 2.690 4.261 1.261
H -1.809 3.488 3.345
H -1.559 3.643 5.670
H 0.760 3.396 6.754
H 2.721 2.955 5.115
H 2.293 2.574 2.837
H -2.929 1.828 0.432
H -4.967 2.915 -0.656
H -4.869 5.499 -1.062
H -2.754 6.694 -0.479
H -0.825 5.565 0.411

Energy above the lowest of the compared OMol25 structures with the same formula, charge and spin   0.00 kJ/mol
LUMO (alpha / beta)   -6.010 / -6.010 eV
Net charge   +2
E_HOMO (alpha / beta)   -13.7 / -13.7 eV